# 1
{
  "formula": "C36H28Br2ClN7O5STl",
  "method": "ωB97M-V/def2-TZVPD",
  "homo_ha": -0.176,
  "e_above_lowest_kj_mol": 0.0,
  "charge": -1,
  "e_lumo_ev": 1.83,
  "orbital_gap_ev": 6.62,
  "species": ["Tl", "O", "C", "O", "C", "C", "Cl", "N", "N", "C", "C", "O", "O", "C", "C", "C", "C", "C", "C", "H", "H", "H", "H", "H", "H", "Br", "C", "C", "C", "Br", "C", "C", "C", "C", "N", "C", "C", "O", "H", "H", "H", "H", "N", "C", "N", "C", "C", "C", "C", "C", "H", "H", "H", "H", "H", "H", "H", "H", "H", "H", "S", "C", "C", "C", "N", "C", "C", "C", "C", "C", "N", "C", "C", "H", "H", "H", "H", "H", "H", "H", "H"],
  "coordinates": [[1.425544, 0.198218, -1.444625], [2.913409, 4.501758, 3.191377], [2.854748, 3.335724, 3.784087], [3.238606, 3.165617, 4.921159], [2.297226, 2.188834, 2.992249], [2.209139, 0.900691, 3.482670], [2.623687, 0.257744, 5.002279], [1.750470, 0.102699, 2.493416], [1.529120, 0.798836, 1.368094], [1.858960, 2.050817, 1.637912], [1.630138, 3.101675, 0.556706], [1.925909, 4.287296, 0.853059], [1.160581, 2.720133, -0.529982], [1.537913, -1.308028, 2.534960], [0.569545, -1.842995, 3.369574], [0.363556, -3.213676, 3.369250], [1.117945, -4.033797, 2.537572], [2.083581, -3.482889, 1.706378], [2.296264, -2.113822, 1.706334], [2.529034, 4.451771, 2.237537], [-0.016562, -1.192337, 4.006062], [-0.393510, -3.640705, 4.014894], [0.944690, -5.102623, 2.532597], [2.668560, -4.110887, 1.045726], [3.021201, -1.664356, 1.041139], [3.686836, -5.046996, -1.408433], [4.663320, -3.463776, -1.010660], [6.015537, -3.573464, -0.693097], [6.744606, -2.455004, -0.392938], [8.597198, -2.663810, 0.021821], [6.142854, -1.178325, -0.380361], [6.819101, 0.022932, -0.066467], [6.139625, 1.206385, -0.046916], [4.765379, 1.204124, -0.341400], [4.112466, 0.113059, -0.655630], [4.760633, -1.075327, -0.694369], [3.955808, -2.243793, -1.064377], [2.735961, -2.149110, -1.373714], [6.486558, -4.546397, -0.682115], [7.876322, -0.011118, 0.159169], [6.637838, 2.134939, 0.197629], [4.191918, 2.126321, -0.312419], [-1.703452, 0.399018, -2.438681], [-2.126464, 1.230839, -1.754913], [-2.574786, 2.118641, -0.873342], [-1.947828, 3.448303, -0.849284], [-2.683246, 4.395947, -1.790787], [-4.177498, 4.427509, -1.457047], [-4.778475, 3.019709, -1.489568], [-4.001398, 2.100220, -0.551328], [-0.892678, 3.336034, -1.090999], [-2.009264, 3.815688, 0.178306], [-2.543779, 4.053940, -2.821027], [-2.251887, 5.395853, -1.713528], [-4.710120, 5.083191, -2.148364], [-4.307587, 4.845735, -0.451937], [-4.727769, 2.615435, -2.505008], [-5.831208, 3.042927, -1.196551], [-4.358453, 1.071515, -0.602381], [-4.104291, 2.449160, 0.480278], [-4.436781, -3.614160, -0.955955], [-2.860149, -2.859267, -0.573023], [-2.777183, -1.825892, 0.347362], [-1.559640, -1.185736, 0.492439], [-0.467772, -1.535785, -0.175780], [-0.531273, -2.580291, -0.996442], [-1.715249, -3.267640, -1.238453], [-5.209359, -2.160765, -1.658025], [-4.985906, -1.816969, -2.981963], [-5.579835, -0.662662, -3.473878], [-6.361149, 0.133544, -2.747306], [-6.572465, -0.212610, -1.479154], [-6.027173, -1.343435, -0.889657], [-3.645869, -1.501155, 0.904637], [-1.456331, -0.335531, 1.161789], [0.393071, -2.842161, -1.506642], [-1.746616, -4.078541, -1.953357], [-4.341219, -2.421482, -3.605080], [-5.414064, -0.359345, -4.501759], [-7.211631, 0.449569, -0.903708], [-6.234955, -1.585653, 0.143929]],
  "forces_ev_per_a": [[0.094, -0.058, -0.176], [-0.101, 0.155, -0.385], [-0.084, -0.287, 0.091], [-0.039, 0.048, -0.055], [0.176, -0.012, -0.159], [0.059, 0.014, -0.073], [-0.047, -0.060, -0.035], [0.008, -0.034, 0.266], [0.061, 0.118, -0.010], [-0.275, 0.188, 0.092], [0.106, 0.281, 0.026], [0.110, -0.098, 0.293], [0.056, -0.193, 0.104], [-0.005, -0.132, -0.065], [-0.030, 0.019, 0.021], [-0.006, -0.016, -0.015], [0.000, 0.072, -0.009], [-0.010, -0.069, 0.001], [-0.007, 0.103, -0.049], [-0.020, 0.034, 0.022], [0.011, 0.016, -0.005], [0.002, -0.001, -0.005], [0.015, 0.000, 0.003], [-0.055, 0.036, 0.022], [-0.065, -0.007, 0.172], [0.077, -0.012, -0.066], [-0.120, 0.036, -0.013], [-0.010, 0.121, 0.029], [0.166, -0.141, 0.003], [-0.071, 0.026, -0.015], [-0.127, 0.088, -0.008], [-0.008, -0.004, -0.005], [0.027, 0.017, 0.012], [-0.031, -0.024, 0.014], [-0.035, -0.017, -0.015], [0.162, 0.002, 0.007], [-0.057, -0.194, -0.157], [0.030, 0.111, 0.057], [-0.013, -0.017, -0.013], [-0.001, -0.010, 0.019], [-0.011, -0.004, 0.005], [0.011, -0.002, -0.021], [-0.171, 0.022, -0.266], [0.034, -0.114, 0.258], [0.092, -0.043, 0.146], [-0.005, 0.054, -0.179], [-0.094, -0.020, 0.096], [0.049, -0.059, -0.022], [0.066, 0.076, 0.067], [-0.076, 0.064, -0.194], [0.016, 0.027, 0.022], [-0.003, -0.025, 0.039], [0.023, 0.015, -0.007], [0.028, -0.016, -0.013], [-0.014, 0.003, 0.002], [-0.012, 0.030, -0.012], [-0.050, -0.020, 0.028], [-0.001, -0.032, -0.041], [0.038, 0.010, 0.003], [0.019, -0.018, 0.036], [0.006, 0.091, 0.060], [-0.035, -0.091, -0.139], [-0.009, 0.055, -0.055], [0.034, 0.124, 0.088], [0.187, -0.203, 0.082], [-0.066, 0.067, -0.017], [0.020, 0.007, 0.036], [0.032, -0.078, 0.051], [0.038, 0.069, 0.025], [0.017, 0.008, 0.016], [-0.007, -0.005, 0.027], [-0.051, -0.031, -0.072], [-0.055, -0.042, -0.022], [0.006, 0.013, 0.002], [0.001, -0.028, -0.021], [-0.016, -0.012, 0.061], [-0.003, 0.013, -0.005], [-0.011, 0.021, -0.017], [0.015, -0.018, 0.012], [0.007, -0.013, 0.009], [0.008, 0.010, 0.004]]
}

***

# 2
{
  "formula": "C10H21ClNO3P2Yb",
  "method": "ωB97M-V/def2-TZVPD",
  "homo_ha": [-0.572, -0.568],
  "multiplicity": 2,
  "charge": 2,
  "e_lumo_ev": [-11.96, -11.93],
  "orbital_gap_ev": [3.61, 3.52],
  "species": ["C", "C", "H", "H", "H", "O", "Cl", "Yb", "P", "C", "C", "H", "H", "H", "H", "H", "H", "C", "H", "H", "H", "P", "C", "C", "H", "H", "H", "C", "H", "H", "H", "H", "H", "H", "C", "O", "O", "C", "N"],
  "coordinates": [[0.528995, -0.003260, -4.020381], [1.176520, 0.141151, -2.679161], [1.324932, 0.034505, -4.794935], [-0.209196, 0.812783, -4.198761], [-0.020015, -0.966918, -4.099116], [2.332980, 0.234772, -2.378938], [-3.341018, -0.185010, -0.558493], [-0.971960, -0.031619, -0.701991], [-0.043666, 2.567786, 0.377225], [1.157576, 3.734067, 1.117889], [-0.165871, 3.277721, -1.321525], [-0.277196, 4.361233, -1.186753], [-1.617431, 4.332907, 1.008648], [-1.027104, 2.890572, -1.893385], [-2.474429, 2.763576, 0.686441], [2.162794, 3.513727, 0.734138], [0.753872, 3.082213, -1.889939], [-1.592124, 3.240245, 1.143304], [0.877683, 4.762357, 0.852132], [-1.599120, 2.997023, 2.218557], [1.173759, 3.633338, 2.213319], [0.078017, -2.561486, 0.544801], [1.413868, -3.225028, 1.610498], [-1.357561, -3.244082, 1.503529], [-0.594369, -3.575218, -1.594998], [0.082694, -4.782988, -0.434243], [1.181887, -3.670148, -1.327099], [0.194742, -3.766943, -0.844516], [-2.292930, -2.839452, 1.078483], [-1.338258, -4.345397, 1.444245], [1.365375, -4.324537, 1.620446], [1.292848, -2.843115, 2.635521], [-1.283468, -2.914555, 2.555966], [2.390229, -2.901857, 1.224193], [1.370794, -0.025410, 0.256475], [2.360001, -0.051898, 0.866475], [-0.924743, -0.194042, 3.933553], [-1.000438, -0.047921, 2.745274], [-1.088651, 0.120910, 1.553130]],
  "forces_ev_per_a": [[-1.421, -0.039, -0.764], [6.711, 0.572, -0.569], [-0.190, 0.014, 0.587], [0.484, -0.442, 0.235], [0.334, 0.457, 0.199], [-5.791, -0.427, -0.321], [0.075, -0.033, -0.698], [-0.133, -0.450, 3.744], [-1.246, 2.016, -0.347], [0.905, -0.841, 0.250], [0.129, 0.153, -0.148], [-0.097, -0.145, -0.373], [0.053, -0.365, -0.057], [0.116, 0.171, 0.241], [0.210, 0.278, 0.187], [-0.160, 0.221, 0.171], [-0.145, 0.109, 0.166], [-0.030, -0.818, 0.010], [-0.116, -0.334, -0.063], [0.020, 0.106, -0.413], [-0.035, -0.026, -0.367], [-0.752, -2.114, -0.151], [0.556, 0.930, 0.063], [-0.277, 0.806, -0.238], [0.295, -0.242, 0.292], [0.055, 0.302, -0.319], [-0.348, -0.120, 0.125], [-0.034, 0.181, -0.200], [0.236, -0.384, 0.279], [0.009, 0.469, 0.020], [-0.140, 0.390, -0.111], [0.099, -0.121, -0.326], [-0.044, -0.175, -0.484], [-0.135, -0.224, 0.227], [3.960, -0.146, 2.513], [-3.560, 0.142, -2.139], [-0.141, 0.289, -2.985], [0.028, -0.187, 2.732], [0.522, 0.029, -0.968]]
}

***

# 3
{
  "formula": "C2H5IN2S",
  "method": "ωB97M-V/def2-TZVPD",
  "homo_ha": -0.316,
  "e_above_lowest_kj_mol": 178.2,
  "e_lumo_ev": -0.56,
  "orbital_gap_ev": 8.03,
  "species": ["C", "C", "N", "N", "S", "I", "H", "H", "H", "H", "H"],
  "coordinates": [[0.082047, 0.151722, -0.034418], [0.835540, -0.953511, -0.796830], [0.541950, 1.321379, 0.682264], [0.017430, 0.093527, 1.363118], [-1.683832, 0.976080, -1.198466], [-3.345771, 0.387238, 0.433966], [1.357822, -0.386349, -1.603800], [0.148974, -1.683455, -1.216064], [1.510221, -1.606366, -0.125286], [1.526104, 1.498828, 0.794247], [-0.990483, 0.200908, 1.701269]],
  "forces_ev_per_a": [[-0.374, 0.714, -0.260], [0.528, 0.725, 0.291], [-1.764, -0.549, -0.766], [-1.415, -0.105, 0.133], [1.542, -1.547, 1.752], [0.318, 0.172, -0.444], [-0.003, -1.052, 0.400], [-0.284, 0.302, -0.243], [-0.752, 1.665, -0.832], [0.607, -0.923, 0.306], [1.598, 0.597, -0.337]]
}

***

# 4
{
  "formula": "C2H11NO2",
  "method": "ωB97M-V/def2-TZVPD",
  "homo_ha": [-0.545, -0.545],
  "multiplicity": 2,
  "e_above_lowest_kj_mol": 89.7,
  "charge": 1,
  "e_lumo_ev": [-3.93, -8.80],
  "orbital_gap_ev": [10.92, 6.03],
  "species": ["C", "N", "C", "H", "H", "H", "H", "H", "H", "H", "H", "H", "O", "H", "H", "O"],
  "coordinates": [[-1.843800, -0.049492, 1.582136], [-0.519414, -0.061218, 1.066724], [0.458383, -0.957137, 1.665540], [-2.351370, -0.962898, 1.259104], [-1.810480, -0.109820, 2.680175], [-2.334096, 0.913616, 1.406743], [-0.209315, 0.920821, 0.991290], [0.645441, -1.801326, 1.008776], [0.095464, -1.310386, 2.625900], [1.384849, -0.409231, 1.839813], [1.806309, -1.739255, -1.934824], [2.352518, -0.505584, -1.185492], [2.007357, -0.803142, -2.030969], [0.283552, 1.829512, -1.248672], [-1.093974, 1.175315, -1.578891], [-0.452977, 1.824876, -1.877325]],
  "forces_ev_per_a": [[-0.782, -0.030, -0.003], [0.525, 1.542, 2.465], [0.366, 0.189, -0.365], [-0.408, 0.226, -0.063], [0.321, -0.259, 0.067], [-0.156, -0.538, -0.626], [0.303, -0.617, -0.940], [0.054, -0.229, -0.133], [-0.289, -0.209, -0.048], [0.001, -0.058, -0.289], [0.160, -0.039, -0.036], [0.278, -0.159, -0.046], [-0.376, 0.157, 0.140], [-0.192, -0.084, -0.429], [0.028, -0.126, -0.105], [0.166, 0.233, 0.413]]
}

***

# 5
{
  "formula": "C9H5Cl2I2O2ReS3",
  "method": "ωB97M-V/def2-TZVPD",
  "homo_ha": [-0.434, -0.440],
  "multiplicity": 2,
  "e_above_lowest_kj_mol": 8.2,
  "charge": 1,
  "e_lumo_ev": [-5.49, -5.29],
  "orbital_gap_ev": [6.33, 6.68],
  "species": ["Re", "I", "C", "I", "H", "H", "S", "C", "S", "S", "Cl", "C", "C", "C", "Cl", "C", "O", "C", "C", "O", "C", "H", "H", "H"],
  "coordinates": [[-0.443507, 2.121428, 0.375598], [-2.441115, 2.051580, 2.161666], [-3.185088, 0.046523, 1.968111], [-4.060449, -0.353040, 0.102006], [-3.923380, -0.043023, 2.757326], [-2.323490, -0.590631, 2.113329], [-1.724728, 4.936863, -2.875535], [-1.322391, 3.964762, -1.689546], [-0.857646, 4.321937, -0.000701], [-1.276399, 2.159857, -1.670399], [3.346034, -3.922322, -1.450375], [2.318920, -2.706527, -0.801318], [1.140329, -3.119429, -0.116715], [0.274073, -2.219800, 0.421627], [-1.121674, -2.774653, 1.262859], [0.490284, -0.809216, 0.289861], [-0.339448, 0.026733, 0.761690], [1.716670, -0.418857, -0.359901], [2.117638, 0.895906, -0.341282], [1.442964, 1.898949, 0.136393], [2.613656, -1.393801, -0.909043], [0.936585, -4.177740, -0.020747], [3.103376, 1.168790, -0.714182], [3.518786, -1.064287, -1.400722]],
  "forces_ev_per_a": [[-0.454, -0.314, -0.086], [0.006, 0.089, 0.019], [0.006, -0.016, -0.039], [0.011, 0.030, 0.015], [0.023, 0.003, 0.008], [-0.003, -0.035, 0.029], [0.035, -0.082, 0.036], [-0.097, 0.128, -0.039], [0.115, 0.063, 0.011], [0.123, -0.027, 0.152], [0.033, -0.017, -0.020], [-0.047, 0.036, 0.028], [0.010, 0.070, -0.003], [0.027, 0.000, 0.001], [-0.020, 0.022, 0.007], [0.245, -0.305, -0.104], [-0.193, 0.223, -0.018], [-0.044, -0.020, 0.030], [-0.068, 0.057, 0.069], [0.317, 0.104, -0.107], [-0.019, -0.016, 0.008], [-0.008, -0.003, -0.001], [-0.012, 0.006, 0.010], [0.013, 0.004, -0.005]]
}

***

# 6
{
  "formula": "C3H2NdO3",
  "method": "ωB97M-V/def2-TZVPD",
  "homo_ha": [-0.578, -0.578],
  "multiplicity": 5,
  "e_above_lowest_kj_mol": 0.0,
  "charge": 2,
  "e_lumo_ev": [-9.11, -8.99],
  "orbital_gap_ev": [6.62, 6.75],
  "species": ["C", "C", "O", "C", "O", "O", "H", "H", "Nd"],
  "coordinates": [[-0.780025, -0.106601, -0.003700], [0.349124, 0.612250, 0.280775], [1.242198, 0.803491, -0.883459], [2.208372, 0.089223, -0.781930], [3.127557, -0.570290, -0.938928], [-1.735021, -0.231613, 0.828002], [-0.819578, -0.630006, -0.973323], [0.572396, 1.282272, 1.105533], [-4.165024, -1.248726, 1.367031]],
  "forces_ev_per_a": [[1.555, 0.471, -0.195], [-1.816, -0.377, 0.786], [0.267, 0.524, -0.105], [2.097, -1.489, -1.577], [-1.362, 1.033, 0.887], [-2.714, -1.116, 0.824], [-0.020, 0.232, 0.109], [0.027, -0.153, -0.365], [1.966, 0.875, -0.363]]
}

***

| no. | largest force on an atom (eV/Å) | calculated total energy (Ha) |
| --- | --- | --- |
| 1 | 0.43 | -8327.2364 |
| 2 | 6.76 | -2975.0147 |
| 3 | 2.80 | -884.4834 |
| 4 | 2.95 | -287.6656 |
| 5 | 0.56 | -3284.7918 |
| 6 | 3.05 | -901.9075 |